(1)
ORCA calculation (wB97M-V/def2-TZVPD) on 5 unconnected molecules or ions with the total composition CH11O4S in a non-equilibrium geometry.

Summary:
- ΔE to the lowest compared entry with this formula, charge and spin: 23.5 kcal per mole
- Total charge: -1
- DFT total energy: -20241.901 eV
- Highest occupied orbital energy: -3.5796 eV
- LUMO level: 3.6674 eV
- Multiplicity: 1

Atoms and positions in Å:
1 C 1.5333 -0.7878 0.6534
2 S 0.0376 -0.0258 1.3549
3 H 1.8698 -1.4555 1.4577
4 H 1.3209 -1.3905 -0.2850
5 H 2.3953 -0.1562 0.4707
6 H 1.3111 3.0649 0.4032
7 H 1.9349 1.7331 0.0207
8 O 1.8696 2.6587 -0.2820
9 H -2.6940 -0.1787 0.7676
10 H -1.6609 -0.2974 -0.1805
11 O -2.5640 -0.0431 -0.2813
12 H -1.8666 -2.3935 0.0648
13 H -0.6125 -1.9783 0.9484
14 O -1.3731 -2.6742 0.8864
15 H 0.1859 1.4531 -1.7314
16 H -1.2304 1.3355 -1.8913
17 O -0.4567 1.1359 -2.3762

Cartesian forces, eV/Å:
-0.2 -1.4 -0.1
0.5 0.8 -0.2
0.2 -0.3 -0.5
0.3 0.7 1.0
0.1 0.5 -0.2
0.2 -0.4 -0.4
-0.3 0.4 0.0
-0.1 -0.2 0.4
-0.2 0.7 -3.4
2.2 0.0 -0.5
-2.2 -0.4 3.7
0.8 -0.4 1.4
-1.8 -0.9 0.2
0.5 0.8 -1.4
0.6 -0.1 -0.1
-1.8 0.0 0.7
1.3 0.1 -0.5



(2)
ORCA calculation (wB97M-V/def2-TZVPD) on 5 unconnected molecules or ions with the total composition CH11O5 in a non-equilibrium geometry.

Summary:
- ΔE to the lowest compared entry with this formula, charge and spin: 18.7 kcal per mole
- Total charge: -1
- DFT total energy: -11453.842 eV
- Highest occupied orbital energy: -5.2300 eV
- LUMO level: 3.8996 eV
- Multiplicity: 1

Atoms and positions in Å:
1 C -0.7488 -1.4539 0.2669
2 O 0.4085 -1.0627 -0.4749
3 H -1.1778 -0.7768 0.9984
4 H -1.4864 -1.6780 -0.5544
5 H -0.6728 -2.4079 0.8292
6 H 3.1529 -2.3950 -0.1347
7 H 1.6237 -2.0017 -0.2117
8 O 2.2718 -2.7774 -0.0852
9 H -0.7015 2.0258 0.9707
10 H -1.2476 1.3576 2.2724
11 O -1.5765 1.9760 1.6229
12 H 1.1231 2.0331 0.4397
13 H 0.4935 -0.0859 -0.1467
14 O 0.4480 1.3500 0.3669
15 H -1.0968 1.4302 -2.4377
16 H -0.3258 2.3072 -1.3899
17 O -0.4876 2.1592 -2.3318

Cartesian forces, eV/Å:
-1.1 -1.9 -1.7
-0.7 1.1 1.7
0.3 0.8 -0.4
0.0 0.3 1.1
0.7 0.2 -0.4
-0.1 0.0 0.0
0.5 -0.7 0.0
-0.1 0.4 0.0
-1.4 -1.1 1.2
0.1 -0.2 0.2
0.6 0.9 -0.9
0.3 -0.4 -0.1
0.7 0.0 -0.5
0.2 0.9 -0.3
0.0 -0.2 0.5
0.0 -0.8 0.3
0.1 0.8 -0.8



(3)
ORCA calculation (wB97M-V/def2-TZVPD) on 5 unconnected molecules or ions with the total composition CH12N2O5 in a non-equilibrium geometry.

Summary:
- ΔE to the lowest compared entry with this formula, charge and spin: 21.9 kcal per mole
- SMILES string: NC(N)=O.O.O.O.O
- DFT total energy: -14449.949 eV
- Highest occupied orbital energy: -10.1562 eV
- LUMO level: 0.0774 eV
- Multiplicity: 1

Atoms and positions in Å:
1 N 1.3630 1.0897 -0.9324
2 C 0.8344 -0.1158 -1.3130
3 N 1.5752 -1.3186 -0.9700
4 O -0.2797 -0.1726 -1.8269
5 H 1.0169 1.9137 -1.4538
6 H 2.3651 1.1725 -0.5907
7 H 1.8701 -1.3829 -0.0038
8 H 1.0708 -2.1800 -1.2250
9 H 0.9993 0.7227 2.9740
10 H 1.4554 1.8768 2.2466
11 O 0.8674 1.1497 2.1437
12 H -1.4710 1.2574 -1.3968
13 H -1.3563 1.0045 0.0905
14 O -2.0691 1.1940 -0.5763
15 H -0.0992 -0.3342 1.7425
16 H -1.0942 -1.2512 0.9988
17 O -0.2404 -1.2326 1.4255
18 H -1.8761 -1.7000 -0.7226
19 H -2.4428 -0.3422 -0.5149
20 O -2.4887 -1.3508 -0.0955

Cartesian forces, eV/Å:
1.9 0.8 0.0
0.0 -2.0 1.1
-0.8 1.3 -1.0
1.1 -0.1 -0.7
0.3 -1.0 0.6
-2.0 -0.4 -0.8
-0.1 0.3 0.0
0.1 1.0 0.2
-0.1 -0.9 1.1
0.6 1.2 -0.4
-0.3 0.0 -0.4
-1.4 -0.4 1.4
-1.0 0.4 -0.5
2.1 0.6 -0.6
-0.2 -0.2 -0.3
-1.2 -0.1 -0.4
1.2 0.0 0.7
0.7 -1.1 -0.8
-0.7 -2.5 1.6
-0.4 3.2 -1.0



(4)
ORCA calculation (wB97M-V/def2-TZVPD) on a molecular structure, CH12N7P in a non-equilibrium geometry.

Summary:
- ΔE to the lowest compared entry with this formula, charge and spin: 9.0 kcal per mole
- Total charge: +2
- DFT total energy: -20932.456 eV
- Highest occupied orbital energy: -16.7011 eV
- LUMO level: -7.0229 eV
- Multiplicity: 1

Atoms and positions in Å:
1 C 0.7165 -0.1462 -1.2189
2 N -0.2302 0.1895 -2.0644
3 N 1.9931 -0.2261 -1.7159
4 N 0.0839 1.3996 2.3653
5 N -2.0068 0.4543 1.2687
6 N 0.5392 -0.7216 0.0077
7 N -1.5337 0.3224 -1.6678
8 N 1.5833 -1.6420 0.3951
9 P -0.5667 0.0331 1.9627
10 H 2.6577 0.3642 -1.0339
11 H 2.0013 -0.0977 -2.6799
12 H 0.8887 1.6127 3.0171
13 H -0.3948 2.3812 2.2148
14 H -2.6564 1.2555 1.5295
15 H -2.7165 -0.2949 0.9801
16 H -2.1100 -0.4907 -2.0399
17 H -2.0406 1.0396 -2.1464
18 H -1.7193 0.3335 -0.6298
19 H 2.2229 -1.6929 -0.3587
20 H 2.1171 -1.4553 1.2652
21 H 1.1714 -2.6183 0.5495

Cartesian forces, eV/Å:
-1.0 -1.6 -0.6
2.7 1.4 -0.3
1.5 1.2 4.1
0.1 5.8 1.1
-3.3 0.3 -0.7
-1.2 0.8 1.5
-2.5 -3.3 1.1
-1.6 -1.4 1.6
0.0 -2.9 0.1
-1.5 -1.6 -2.8
0.8 0.8 -1.9
-1.1 -1.2 -1.0
1.1 -2.5 0.0
1.7 -0.8 -0.2
1.8 0.8 1.0
0.8 0.3 0.5
0.3 1.6 -0.3
0.2 0.5 -0.8
1.3 -0.2 -1.5
-0.4 0.5 -0.4
0.5 1.5 -0.4



(5)
ORCA calculation (wB97M-V/def2-TZVPD) on a molecular structure, CH12N7P in a non-equilibrium geometry.

Summary:
- ΔE to the lowest compared entry with this formula, charge and spin: 3.6 kcal per mole
- Total charge: +2
- DFT total energy: -20932.688 eV
- Highest occupied orbital energy: -16.4234 eV
- LUMO level: -6.5760 eV
- Multiplicity: 1

Atoms and positions in Å:
1 C 1.4908 -0.0616 -0.2554
2 N 2.3992 0.6215 -0.8413
3 N 1.3854 -1.2726 -1.1093
4 N -2.4371 1.0815 0.3089
5 N -3.2602 -1.1631 -0.0036
6 N 0.6858 0.2641 0.6620
7 N 2.7960 1.6872 0.0873
8 N -0.3309 -0.6324 1.0551
9 P -1.9789 -0.2832 -0.4044
10 H 2.1886 -1.2476 -1.7999
11 H 0.4523 -1.1741 -1.4980
12 H -1.8438 1.8561 0.0987
13 H -3.4827 1.2896 0.3976
14 H -3.9859 -0.7073 0.5084
15 H -3.5899 -1.8801 -0.6396
16 H 3.8957 1.6707 0.1596
17 H 2.2762 1.4598 0.9562
18 H 2.7391 2.5746 -0.3038
19 H 1.3393 -2.1227 -0.5874
20 H 0.0407 -1.6208 1.2998
21 H -0.7799 -0.3395 1.9090

Cartesian forces, eV/Å:
-0.4 -1.0 -1.7
2.8 2.0 0.5
-0.5 0.2 -0.4
-1.9 1.0 0.3
-0.3 -0.8 -0.6
-1.1 0.4 2.0
3.2 -2.7 -0.1
0.6 -2.7 0.2
0.7 -0.7 -1.0
-1.1 -0.1 0.7
-0.2 -0.2 -1.1
0.0 0.9 0.2
2.2 -0.1 0.0
-0.6 -0.2 0.6
0.1 -0.2 0.3
-2.4 -0.7 0.5
0.4 1.2 0.2
-1.5 2.4 -0.8
0.5 -1.1 0.5
-0.8 1.8 -0.5
0.2 0.6 0.5



(6)
ORCA calculation (wB97M-V/def2-TZVPD) on 4 unconnected molecules or ions with the total composition CH12NO3 in a non-equilibrium geometry.

Summary:
- ΔE to the lowest compared entry with this formula, charge and spin: 25.8 kcal per mole
- Total charge: +1
- DFT total energy: -8857.977 eV
- Highest occupied orbital energy: -15.7383 eV
- LUMO level: -3.1715 eV
- Multiplicity: 1

Atoms and positions in Å:
1 C -1.1564 -1.5039 0.2599
2 N -0.2374 -0.3661 0.0659
3 H -2.1830 -1.1680 0.1970
4 H -0.8744 -2.1176 1.1206
5 H -0.9393 -2.0954 -0.6241
6 H 0.5091 -0.3075 0.7189
7 H 0.2943 -0.4393 -0.9284
8 H -0.7614 0.5395 0.1175
9 H -2.4621 2.1936 0.3499
10 H -1.4954 2.5399 1.4983
11 O -1.6035 2.0752 0.6403
12 H 1.8488 0.5184 -2.5138
13 H 1.0962 1.7055 -2.1439
14 O 0.9360 0.8054 -2.5357
15 H 2.5689 -0.9791 2.0932
16 H 1.8741 -2.0275 0.9988
17 O 1.8080 -1.2277 1.5323

Cartesian forces, eV/Å:
0.8 -0.9 -0.9
0.2 1.2 -3.5
-0.1 -0.1 0.4
-0.4 0.5 0.1
-0.6 -0.6 0.1
1.0 -0.3 1.3
-1.7 0.8 2.5
0.4 -0.3 -0.2
-2.8 0.6 -0.8
-0.3 -0.4 -0.9
3.1 -0.3 1.6
0.5 -0.6 -0.5
-0.8 -0.9 -0.6
0.4 1.4 1.3
-0.3 -0.9 -0.8
1.0 0.0 0.6
-0.3 0.8 0.3